{"formula": "C5H13NO", "method": "ωB97M-V/def2-TZVPD", "orbital_gap_ha": 0.368, "smiles": "C/C=C/CNC.O", "multiplicity": 1, "e_above_lowest_kcal_mol": 37.2, "species": ["C", "C", "C", "C", "N", "C", "H", "H", "H", "H", "H", "H", "H", "H", "H", "H", "H", "O", "H", "H"], "coordinates": [[0.866, 2.999, -0.846], [0.872, 1.555, -1.125], [0.513, 0.606, -0.260], [0.699, -0.880, -0.491], [-0.087, -1.695, 0.431], [-1.339, -2.188, -0.168], [1.844, 3.414, -0.582], [0.462, 3.657, -1.611], [0.322, 3.104, 0.106], [1.061, 1.224, -2.147], [0.015, 0.838, 0.677], [0.535, -1.114, -1.547], [1.767, -1.048, -0.321], [0.445, -2.515, 0.677], [-1.839, -1.343, -0.649], [-1.265, -2.988, -0.907], [-1.992, -2.441, 0.660], [-1.291, -0.214, 2.573], [-0.635, -0.737, 2.040], [-0.952, -0.235, 3.489]]}

***

{"formula": "C8H9NO3", "method": "ωB97M-V/def2-TZVPD", "orbital_gap_ha": 0.342, "smiles": "CN(O)C(=O)c1ccccc1O", "multiplicity": 1, "e_above_lowest_kcal_mol": 59.5, "species": ["C", "N", "O", "C", "O", "C", "C", "C", "C", "C", "C", "O", "H", "H", "H", "H", "H", "H", "H", "H", "H"], "coordinates": [[-3.450, 0.226, -0.058], [-2.111, -0.215, -0.014], [-1.953, -1.356, 0.846], [-1.068, 0.627, -0.201], [-1.350, 1.718, -0.652], [0.363, 0.096, -0.032], [0.768, -1.206, -0.224], [2.185, -1.463, -0.366], [3.147, -0.548, -0.051], [2.762, 0.745, 0.322], [1.359, 1.047, 0.248], [0.885, 2.303, 0.420], [-3.754, 0.558, 0.951], [-3.456, 1.023, -0.804], [-4.152, -0.508, -0.343], [-1.981, -2.069, 0.221], [0.165, -2.089, -0.307], [2.403, -2.518, -0.605], [4.198, -0.864, -0.210], [3.418, 1.592, 0.463], [1.625, 2.901, 0.396]]}

***

{"formula": "C5H8N2O", "method": "ωB97M-V/def2-TZVPD", "orbital_gap_ha": 0.322, "smiles": "OCC1=CN=CNC1", "multiplicity": 1, "e_above_lowest_kcal_mol": 52.1, "species": ["O", "C", "C", "C", "N", "C", "N", "C", "H", "H", "H", "H", "H", "H", "H", "H"], "coordinates": [[-2.644, -0.094, -0.670], [-1.827, 0.486, 0.375], [-0.349, 0.364, -0.028], [0.519, 1.409, -0.079], [1.868, 1.320, -0.335], [2.357, 0.185, -0.183], [1.736, -1.028, -0.026], [0.253, -1.093, -0.053], [-3.487, -0.502, -0.289], [-2.012, 1.560, 0.485], [-2.078, -0.089, 1.350], [0.102, 2.446, -0.180], [3.506, -0.093, -0.004], [2.306, -1.785, -0.293], [-0.176, -1.567, -0.953], [-0.076, -1.519, 0.883]]}

***

{"formula": "C16H28Cl21NO2", "method": "ωB97M-V/def2-TZVPD", "orbital_gap_ha": 0.368, "smiles": "O=C(Cl)C[C@H]1CCC(=O)N1.ClCCl.ClCCl.ClCCl.ClCCl.ClCCl.ClCCl.ClCCl.ClCCl.ClCCl.ClCCl", "multiplicity": 1, "e_above_lowest_kcal_mol": 28.4, "species": ["O", "C", "Cl", "C", "C", "C", "C", "C", "O", "N", "H", "H", "H", "H", "H", "H", "H", "H", "Cl", "C", "Cl", "H", "H", "Cl", "C", "Cl", "H", "H", "Cl", "C", "Cl", "H", "H", "Cl", "C", "Cl", "H", "H", "Cl", "C", "Cl", "H", "H", "Cl", "C", "Cl", "H", "H", "Cl", "C", "Cl", "H", "H", "Cl", "C", "Cl", "H", "H", "Cl", "C", "Cl", "H", "H", "Cl", "C", "Cl", "H", "H"], "coordinates": [[3.032, 2.656, -0.390], [3.116, 1.793, -1.159], [3.868, 0.193, -0.717], [2.615, 1.987, -2.607], [1.075, 1.839, -2.785], [0.306, 0.656, -2.057], [-0.983, 1.332, -1.391], [-0.441, 2.810, -1.323], [-0.533, 3.536, -0.405], [0.237, 3.047, -2.616], [3.130, 1.320, -3.329], [2.865, 3.040, -2.882], [0.991, 1.593, -3.868], [-0.157, 0.122, -2.908], [0.950, 0.067, -1.381], [-1.855, 1.244, -2.073], [-1.203, 0.844, -0.427], [-0.552, 2.868, -3.249], [-5.196, 5.354, 1.547], [-3.754, 5.050, 0.563], [-4.150, 4.115, -0.885], [-3.327, 5.996, 0.261], [-3.035, 4.492, 1.155], [-1.206, -1.921, -0.327], [-2.165, -1.656, 1.137], [-3.896, -1.819, 0.813], [-1.877, -2.386, 1.887], [-1.971, -0.651, 1.502], [4.235, -4.458, 1.567], [3.553, -2.850, 1.845], [1.962, -2.690, 1.095], [3.455, -2.689, 2.914], [4.220, -2.107, 1.418], [5.055, -9.737, 2.418], [4.597, -8.091, 1.962], [5.639, -7.462, 0.681], [3.571, -8.097, 1.606], [4.684, -7.448, 2.832], [-2.466, -1.299, 5.143], [-2.917, 0.346, 4.672], [-1.864, 0.960, 3.391], [-3.942, 0.342, 4.304], [-2.833, 0.996, 5.538], [-2.042, -3.177, -4.067], [-0.384, -3.689, -3.727], [0.527, -2.417, -2.905], [-0.410, -4.569, -3.091], [0.110, -3.924, -4.664], [-6.396, -0.788, 5.434], [-6.847, 0.852, 4.953], [-5.785, 1.464, 3.678], [-7.868, 0.842, 4.584], [-6.770, 1.505, 5.817], [2.531, -7.807, -1.151], [3.386, -9.045, -2.077], [3.713, -8.506, -3.728], [4.330, -9.260, -1.585], [2.774, -9.941, -2.115], [2.390, 4.648, -4.459], [3.896, 5.431, -4.952], [4.994, 4.287, -5.735], [3.665, 6.230, -5.650], [4.383, 5.838, -4.071], [-1.224, 6.822, 3.460], [-2.678, 7.816, 3.325], [-3.160, 8.027, 1.638], [-3.488, 7.330, 3.861], [-2.479, 8.792, 3.757]]}

***

{"formula": "C18H26N2O2", "method": "ωB97M-V/def2-TZVPD", "orbital_gap_ha": 0.328, "multiplicity": 1, "e_above_lowest_kcal_mol": 425.3, "species": ["O", "C", "N", "H", "C", "H", "H", "C", "C", "C", "C", "C", "C", "C", "C", "C", "O", "H", "H", "H", "H", "H", "H", "H", "H", "H", "C", "C", "N", "C", "C", "C", "C", "C", "H", "H", "H", "H", "H", "H", "H", "H", "H", "H", "H", "H", "H", "H"], "coordinates": [[-1.662, -2.919, -0.334], [-0.983, -2.236, 0.392], [-1.628, -1.387, 1.288], [-1.193, -0.895, 1.878], [-3.198, -1.537, 1.223], [-3.696, -2.304, 0.894], [-3.619, -1.538, 2.590], [-3.831, -0.040, 0.601], [-2.774, 0.983, 0.388], [-2.075, 1.539, 1.558], [-1.165, 2.710, 1.392], [-0.801, 2.916, -0.017], [-1.272, 2.016, -1.107], [-2.286, 1.351, -0.772], [-2.992, 0.609, -2.118], [-3.826, -0.655, -1.439], [-4.522, -0.516, -0.379], [-3.103, -1.505, -1.284], [-4.349, -0.825, -2.410], [-3.707, 1.400, -2.303], [-2.294, 0.362, -2.845], [-1.096, 2.532, -1.843], [0.079, 3.663, -0.019], [-0.708, 3.044, 2.395], [-2.451, 1.522, 2.327], [-4.465, 0.383, 1.406], [0.383, -2.294, 0.468], [0.862, -0.667, -0.278], [2.112, -0.517, 0.208], [3.199, -1.384, -0.479], [4.576, -0.947, -0.067], [4.899, 0.375, -0.392], [3.889, 1.327, 0.376], [2.463, 0.784, -0.216], [1.685, 1.461, 0.285], [2.499, 1.313, -1.244], [3.880, 1.151, 1.266], [4.056, 2.359, 0.413], [5.891, 0.672, 0.179], [4.866, 0.715, -1.246], [4.659, -1.333, 1.216], [5.143, -1.650, -0.261], [2.806, -2.425, -0.309], [3.103, -1.346, -1.621], [0.081, 0.060, 0.004], [0.843, -1.015, -1.347], [0.885, -3.098, 0.036], [0.836, -2.212, 1.547]]}

***

{"formula": "C41H45N8OSr", "method": "ωB97M-V/def2-TZVPD", "orbital_gap_ha": 0.251, "multiplicity": 1, "e_above_lowest_kcal_mol": 44.2, "total_charge": 1, "species": ["Sr", "C", "C", "C", "C", "C", "C", "C", "N", "N", "C", "C", "C", "C", "C", "C", "N", "C", "C", "C", "C", "C", "C", "N", "H", "H", "H", "H", "H", "H", "H", "H", "H", "H", "H", "H", "H", "H", "H", "H", "H", "H", "H", "H", "C", "N", "C", "C", "C", "C", "C", "N", "C", "C", "C", "C", "C", "C", "H", "H", "H", "H", "H", "H", "H", "H", "H", "H", "H", "C", "C", "N", "C", "C", "C", "O", "C", "C", "C", "C", "N", "C", "H", "H", "H", "H", "H", "H", "H", "H", "H", "H", "H", "H", "H", "H"], "coordinates": [[0.106, -0.044, 0.185], [0.795, 2.474, -0.879], [1.591, 2.161, -2.158], [1.191, 0.911, -2.940], [1.552, 0.816, -4.274], [1.160, -0.298, -5.000], [0.436, -1.301, -4.371], [0.147, -1.157, -3.032], [0.498, -0.062, -2.332], [1.291, 1.881, 0.398], [2.714, 2.107, 0.691], [3.598, 1.028, 0.072], [4.975, 1.195, 0.002], [5.733, 0.215, -0.617], [5.098, -0.896, -1.152], [3.729, -0.994, -1.019], [2.980, -0.060, -0.408], [0.414, 2.350, 1.516], [0.599, 1.483, 2.764], [1.088, 1.981, 3.955], [1.229, 1.108, 5.030], [0.884, -0.224, 4.879], [0.402, -0.649, 3.653], [0.253, 0.188, 2.617], [0.741, 3.559, -0.766], [-0.244, 2.122, -1.021], [1.467, 3.012, -2.823], [2.659, 2.115, -1.949], [2.121, 1.613, -4.739], [1.415, -0.382, -6.050], [0.111, -2.187, -4.903], [-0.392, -1.925, -2.484], [3.038, 3.096, 0.356], [2.857, 2.082, 1.769], [5.437, 2.085, 0.416], [6.809, 0.320, -0.691], [5.653, -1.674, -1.662], [3.192, -1.856, -1.402], [0.613, 3.397, 1.753], [-0.635, 2.280, 1.189], [1.352, 3.028, 4.043], [1.611, 1.470, 5.977], [0.990, -0.929, 5.694], [0.124, -1.680, 3.475], [-3.663, -1.441, 0.037], [-2.205, -1.652, 0.081], [-1.851, -2.882, -0.060], [-0.491, -3.336, 0.017], [-0.014, -4.643, -0.071], [1.365, -4.580, 0.183], [1.638, -3.228, 0.411], [0.529, -2.462, 0.306], [-4.258, -1.677, -1.334], [-3.658, -1.109, -2.461], [-4.208, -1.282, -3.723], [-5.373, -2.028, -3.877], [-5.975, -2.596, -2.764], [-5.418, -2.419, -1.499], [-3.873, -0.413, 0.311], [-4.166, -2.070, 0.773], [-2.606, -3.656, -0.222], [-0.606, -5.527, -0.285], [2.070, -5.401, 0.209], [2.594, -2.787, 0.673], [-2.747, -0.531, -2.339], [-3.732, -0.832, -4.589], [-5.806, -2.165, -4.861], [-6.880, -3.183, -2.876], [-5.892, -2.870, -0.632], [-3.455, 7.644, -3.035], [-3.704, 6.289, -3.673], [-3.204, 5.186, -2.838], [-1.784, 4.868, -2.992], [-1.478, 4.004, -4.212], [-4.096, 4.627, -1.972], [-5.254, 5.009, -1.916], [-3.672, 3.608, -0.926], [-4.351, 3.676, 0.285], [-4.067, 2.766, 1.286], [-3.102, 1.803, 1.048], [-2.455, 1.694, -0.121], [-2.753, 2.585, -1.080], [-3.823, 8.441, -3.685], [-2.391, 7.823, -2.860], [-3.981, 7.713, -2.082], [-3.215, 6.216, -4.646], [-4.765, 6.139, -3.821], [-1.403, 4.422, -2.072], [-1.260, 5.816, -3.104], [-1.864, 2.989, -4.117], [-0.398, 3.946, -4.386], [-1.931, 4.437, -5.106], [-5.112, 4.438, 0.408], [-4.595, 2.791, 2.230], [-2.836, 1.080, 1.818], [-2.268, 2.413, -2.032]]}